The following is a quantum chemistry calculation of a structure of composition C54H97Br6N7O16P4 in a non-equilibrium geometry, from the OMol25 dataset.

The geometry in XYZ format:
```
184
Properties=species:S:1:pos:R:3:forces:R:3
C -4.693732 -31.319305 -3.743883 -1.2762 -0.9292 2.4208
C -5.425855 -30.879840 -2.418040 0.5368 -2.5408 -2.6434
O -5.407917 -32.022036 -1.563384 1.1252 -0.5558 1.9901
P -4.527232 -32.073687 -0.239689 1.0145 -1.0215 1.2463
O -4.812928 -33.179790 0.711931 -0.0751 0.6315 -1.2470
O -4.713576 -30.650445 0.468276 -0.1452 0.0282 -0.8817
C -5.794423 -30.508625 1.447408 1.6342 0.5593 0.4294
C -5.092932 -30.443360 2.806757 -0.8791 0.7433 -0.7607
O -2.969966 -32.076996 -0.725788 -1.1368 -0.1220 0.0025
C -2.003684 -33.035669 -0.177153 0.6928 1.3531 -0.2430
C -1.469880 -32.500908 1.127216 -0.9272 -1.2314 0.9156
H -5.211177 -32.233884 -4.136871 0.6751 1.0680 0.0382
H -4.681481 -30.466223 -4.338127 -0.2918 1.2151 -1.7583
H -3.676544 -31.494610 -3.473456 0.8179 -0.5889 0.0432
H -4.954269 -30.008258 -2.030225 -0.2187 0.7332 0.6638
H -6.464489 -30.923219 -2.655444 -0.8598 1.5360 -0.1369
H -6.317093 -29.556046 1.251746 0.2002 -0.5244 -0.1915
H -6.467718 -31.337051 1.392078 -0.4253 -0.4774 -0.1664
H -4.485622 -31.320238 2.997882 0.0963 -0.0448 -0.0565
H -4.508660 -29.503957 2.827820 -0.1030 -0.5778 0.2174
H -5.919247 -30.397227 3.507599 0.1080 0.1290 0.6647
H -2.484481 -33.971084 0.044860 -0.1544 -0.5250 -0.6373
H -1.133401 -33.070450 -0.870375 -1.1263 -0.2322 -0.1497
H -1.515018 -31.426006 1.138023 0.4835 0.4420 0.0875
H -2.191674 -32.887509 1.879838 0.6514 0.5363 0.0468
H -0.474982 -32.934489 1.337071 -0.4872 0.4809 -0.0680
C 5.228659 -28.975991 2.248617 0.2636 2.0449 -0.1997
C 5.506909 -29.974920 1.163946 1.8937 -0.1523 -0.9347
O 4.603368 -29.717208 0.034642 1.0279 0.8002 2.1209
P 4.366334 -30.696474 -1.117818 -0.4176 -2.6801 0.6907
O 3.860951 -30.016607 -2.282962 -0.0246 0.5194 -2.0056
O 5.701828 -31.595159 -1.245954 -0.3121 0.5658 -0.7690
C 6.589315 -31.698657 -2.445478 -0.4185 -0.7734 0.7464
C 7.912758 -30.992988 -2.207428 0.8137 -1.4313 -1.4376
O 3.252659 -31.678961 -0.449968 0.4852 -0.1747 -1.1748
C 2.596170 -32.777041 -1.193281 -0.7234 0.3692 0.6323
C 2.276279 -33.821925 -0.147616 -0.9944 -0.3551 0.2610
H 5.427552 -27.870134 1.902513 -0.2163 -2.2004 0.6292
H 4.178164 -29.049452 2.431073 -0.8480 0.2116 0.3348
H 5.723128 -29.160457 3.227223 0.0226 -0.0442 -0.9150
H 6.564467 -29.881318 0.765759 -1.1664 -0.0168 0.3640
H 5.432885 -31.017519 1.501327 -0.4104 0.2611 -0.0620
H 6.630016 -32.790278 -2.639505 0.4011 0.6463 0.3159
H 6.114046 -31.279495 -3.317033 -0.4838 0.4226 -0.0822
H 7.731646 -29.976794 -2.026655 -0.2800 1.5645 0.2855
H 8.538757 -31.377224 -1.409583 -0.2323 -0.3104 0.2348
H 8.549893 -31.045403 -3.145904 -0.8509 -0.0217 0.9388
H 1.643467 -32.456556 -1.716892 1.2707 0.1280 0.6705
H 3.244005 -33.241619 -1.938025 0.3123 0.3902 -0.0002
H 1.898154 -34.704501 -0.670051 0.0331 -0.0839 0.0362
H 3.172869 -34.117461 0.392148 0.0046 0.0610 0.1201
H 1.455821 -33.548059 0.576297 0.9852 0.0959 -0.7439
C -1.769040 -21.682039 2.574948 0.9091 -1.1337 -2.0715
C -1.360668 -23.183395 2.611287 0.4712 1.5071 0.8315
O -2.517685 -23.956283 2.235821 0.2910 0.4024 0.1678
P -2.357170 -25.506989 2.405027 -1.6272 0.0308 -1.2700
O -1.903495 -25.908636 3.733104 0.2748 -0.3692 0.7729
O -3.832252 -26.013602 1.998968 1.7116 0.0462 -0.0126
C -5.022652 -25.650772 2.719547 -0.9069 -0.3067 -1.3853
C -6.180633 -26.425942 1.990898 0.9376 1.1363 1.1998
O -1.392358 -25.933525 1.211865 -0.9288 -0.9229 1.1345
C -0.888974 -27.321789 1.416166 1.5733 1.0259 -0.6372
C 0.513067 -27.311338 0.794019 -2.0479 -1.7324 -2.5844
H -2.608867 -21.484507 3.205853 -0.2495 0.1107 0.7794
H -0.889985 -21.022330 2.750796 -0.7563 -0.4434 -0.0044
H -2.148824 -21.559008 1.547122 0.2811 0.5608 0.2861
H -0.538168 -23.462174 1.908422 -0.4774 0.5152 0.6111
H -1.065593 -23.330808 3.672476 -0.1304 -0.7949 -0.7013
H -4.968828 -25.900938 3.748252 0.2872 -0.6252 0.9947
H -5.146644 -24.555759 2.686163 -0.1849 -0.3700 -0.2994
H -7.068139 -26.240606 2.617991 0.0014 -0.1648 -0.5257
H -6.237731 -25.924378 1.021876 -0.4692 -0.5104 -0.0469
H -5.982729 -27.517952 1.916271 0.0077 0.8700 0.0180
H -0.793060 -27.500545 2.484239 -0.2629 -0.1639 -0.0038
H -1.558553 -28.017949 0.929855 -0.2025 -0.0908 -0.0548
H 1.117555 -26.608451 1.256210 1.1334 1.4327 0.8741
H 0.963242 -28.302141 0.913432 -0.0049 0.0919 -0.0602
H 0.413770 -27.103998 -0.345578 0.2455 -0.3504 1.8799
C 0.240046 -26.103364 -5.126471 0.8437 0.6610 -0.8604
C -0.401874 -26.167761 -3.781934 -0.0793 0.6107 0.3099
O -1.417771 -25.109882 -3.601385 0.9233 -0.2203 -0.2958
P -2.879306 -25.578580 -3.305496 -0.2191 0.7772 2.5320
O -3.689613 -26.134443 -4.371107 -0.1760 -0.6949 -0.5079
O -2.603468 -26.525481 -1.975062 0.3744 1.8509 -1.8551
C -3.548672 -27.507570 -1.675875 -0.8124 0.2243 0.6683
C -4.992640 -27.033894 -1.596736 0.8672 0.4933 2.5163
O -3.574634 -24.265709 -2.672125 1.5641 -0.5107 1.0312
C -2.922093 -23.809008 -1.402259 -0.8158 1.1919 0.0012
C -3.707372 -22.570063 -0.924458 -0.5707 -1.0980 0.1616
H 1.018955 -26.889200 -5.149031 -0.6550 -0.0208 -0.2714
H -0.461475 -26.135044 -5.992361 0.4897 -0.3002 0.7404
H 0.843416 -25.183977 -5.221400 -0.4255 -0.0593 0.0058
H -0.910330 -27.111349 -3.664679 0.1720 -0.4213 0.3458
H 0.382832 -25.999194 -3.012948 -0.8077 -0.2861 -0.2804
H -3.505959 -28.198993 -2.474188 0.1586 -1.4395 -0.5729
H -3.212591 -27.904397 -0.726537 -0.0718 -0.4714 0.1168
H -5.066434 -26.115299 -0.937454 0.0029 -0.7236 -1.1538
H -5.369403 -26.952508 -2.576092 -0.7957 0.5954 -0.9934
H -5.524336 -27.795448 -1.030557 -0.3103 -0.2387 -0.1430
H -3.003783 -24.570553 -0.616534 0.1671 -0.0588 -0.5485
H -1.868742 -23.528918 -1.548872 -0.2719 -0.4437 -0.3665
H -4.654436 -22.950727 -0.436663 0.9775 0.8184 -0.6475
H -3.131215 -21.984375 -0.197119 -0.1030 -0.3774 -0.0603
H -3.917287 -21.902782 -1.761285 -0.1902 -0.1153 -0.0071
N -2.636852 -27.554075 5.889687 -0.7419 -1.6803 -0.0862
C -3.721832 -28.458596 5.800487 1.4434 1.9072 -0.5364
C -3.934407 -28.993896 7.008317 -0.8500 -0.9650 1.8429
C -2.937558 -28.511532 7.863463 1.3348 0.1024 2.6285
C -2.147246 -27.658821 7.160776 0.3672 0.6483 -0.5038
H -2.245052 -27.010802 5.113221 -0.1527 -0.2355 0.2452
H -4.200905 -28.660955 4.898149 -0.6933 0.0318 -1.2960
H -4.736292 -29.616696 7.397241 0.1483 -0.1059 -0.7127
H -2.712994 -28.731298 8.947703 -0.6760 0.0907 -1.4783
H -1.280644 -27.101818 7.483865 -0.1033 0.0381 -0.0809
N -10.711667 -26.746863 2.274685 0.9893 0.7955 -1.0255
C -11.973430 -26.516536 2.757810 -0.0877 -0.7720 0.1555
C -12.662767 -25.758213 1.843511 1.1291 -0.3645 0.6749
C -11.726612 -25.398252 0.856531 0.7391 0.4028 -1.8689
C -10.509673 -26.023743 1.070844 -0.3761 0.1621 0.9740
H -9.949999 -27.182521 2.768193 -0.1674 0.0632 0.2955
H -12.312714 -26.955450 3.705293 0.2725 0.1383 -0.6693
H -13.698922 -25.559588 1.904859 -0.6714 0.4816 -0.0187
H -11.888172 -24.743763 -0.010123 -0.1305 -0.4069 0.4900
H -9.522339 -25.897172 0.521882 -1.5470 -0.5377 1.0676
N 1.041196 -31.944329 3.403279 0.1120 2.0356 0.1280
C -0.126886 -31.569606 4.022136 0.3842 0.9275 0.1869
C -0.040089 -30.265499 4.413477 1.5548 -0.3518 -0.2272
C 1.283509 -29.759920 4.004864 -3.0099 -2.2308 0.4299
C 1.844946 -30.786691 3.356028 0.7046 -1.9734 -1.1351
H 1.131382 -32.677156 2.730369 0.0629 -0.2804 -0.0051
H -0.927398 -32.208913 4.269143 -0.5505 -0.8867 -0.1225
H -0.761124 -29.827318 5.053910 -0.4496 0.6441 0.3523
H 1.700812 -28.876464 4.309129 0.9405 2.0971 0.2553
H 2.737413 -30.863555 2.759232 0.2859 0.1324 0.1803
N -7.759206 -22.544578 1.113377 -0.3461 1.2132 -2.1886
C -7.467339 -22.608617 2.406080 0.7322 0.0931 2.7185
C -6.292297 -21.901542 2.628873 0.3932 -1.1449 -0.1869
C -5.833663 -21.407940 1.392566 -1.7066 -0.7989 -0.3168
C -6.826619 -21.741527 0.491938 0.9566 0.0640 -0.2410
H -8.518265 -22.956954 0.589583 -0.1112 0.1480 0.5740
H -8.064160 -23.056514 3.203193 0.0240 -0.2074 -0.7602
H -5.649575 -22.050301 3.469465 -0.1557 0.3552 0.7598
H -4.861326 -21.098474 1.105060 0.4241 0.8090 0.1012
H -6.843936 -21.421451 -0.534950 -0.3885 -0.5304 -0.2322
N -4.493700 -25.476835 7.089778 -1.0981 -1.8790 0.9919
C -5.101506 -24.702975 8.060503 1.3446 -0.2719 0.9508
C -4.876757 -23.410644 7.654563 -0.7261 1.6479 -0.4371
C -4.234950 -23.403307 6.346459 -0.9269 -1.6463 1.7440
C -4.048234 -24.735282 6.071869 0.2356 0.6614 -0.2689
H -4.540473 -26.499605 7.093515 0.3061 0.5593 -0.1047
H -5.350800 -25.111875 9.094057 0.1525 0.5939 -1.8548
H -5.266770 -22.545687 8.205654 0.4646 -0.3385 -0.3073
H -3.963517 -22.665080 5.646104 0.0882 1.0981 -0.1770
H -3.609833 -25.180148 5.210984 0.2617 -0.2266 -0.2725
N 1.165833 -30.282538 -3.047574 -0.4769 0.3907 -2.9040
C 0.358984 -30.207221 -1.965982 -0.2272 0.6287 0.8738
C -0.930311 -29.892853 -2.374741 0.4232 -0.7569 -0.0453
C -0.929034 -29.791273 -3.810935 1.1796 -0.6041 0.9681
C 0.376218 -30.038813 -4.208296 0.2116 0.3111 0.0711
H 2.192634 -30.356984 -3.080398 -0.7102 0.2242 0.4466
H 0.782890 -30.256621 -0.940810 -0.4289 -0.1691 -0.9342
H -1.763441 -29.978156 -1.695470 -0.1839 0.4034 -0.1125
H -1.766322 -29.628347 -4.468641 -0.0284 0.0908 0.0090
H 0.738572 -29.973065 -5.272135 0.0410 -0.3148 1.6358
N -7.740631 -25.370307 6.624963 -2.2861 1.2782 -0.4454
C -8.979960 -24.767684 6.252978 1.8558 0.1333 0.1152
C -9.750455 -25.783982 5.817259 -0.7801 -1.9884 -0.6049
C -9.036222 -27.063208 5.931118 -0.2848 2.7087 0.3963
C -7.845338 -26.701465 6.474059 1.9503 -1.7613 0.4046
H -7.010135 -24.881801 7.089415 0.6857 0.2611 0.2576
H -9.128491 -23.666578 6.221686 0.2173 -1.1914 0.2332
H -10.751626 -25.740118 5.432092 -0.1892 0.3888 -0.0719
H -9.342246 -28.049040 5.715134 -0.4514 -0.7080 -0.2045
H -7.012186 -27.381865 6.784227 -0.8021 0.8771 -0.3599
C 2.110739 -22.834518 -1.257641 -0.8412 -0.7916 -0.0518
Br 0.784075 -21.675888 -0.556127 -0.4076 0.7402 0.1317
Br 2.472358 -22.486712 -3.109405 0.0203 -0.2536 0.2739
Br 1.535293 -24.642158 -0.812279 0.2060 0.0633 -0.4565
H 2.970525 -22.729052 -0.653906 0.9902 0.4181 0.1271
C -10.009219 -30.128025 1.025440 -0.7357 -1.4519 -0.7588
Br -11.804333 -30.890675 0.668673 0.5993 0.4990 0.1584
Br -8.934882 -30.369532 -0.582642 -0.0511 0.1778 0.5638
Br -9.298265 -31.006604 2.579644 0.1871 0.2895 -0.1208
H -10.136714 -29.085695 1.201886 -0.0451 0.5842 0.1318
```
Forces are in eV/Å.

2S+1 ... 1
Max |F| ... 3.77 eV/A
Lowest unoccupied orbital energy ... -0.07 eV
Energy relative to the best compared isomer or geometry (same formula, charge and spin) ... 11.8 kcal/mol
HOMO ... -8.10 eV
Calculated total energy ... -558178.7911 eV
Orbital gap ... 8.0 eV